<one>
Density functional theory data (the ωB97M-V functional and the def2-TZVPD basis) for a structure of composition C2H6F6Li2NO7S2.

Structure (ORCA input):
```
! RIJCOSX wB97M-V def2-TZVPD def2/J DEFGRID3
* xyz 1 1
Li 0.42 -0.12 1.70
Li 0.24 1.08 -0.31
C -2.41 -1.58 1.27
F -3.53 -2.14 0.79
F -2.68 -1.07 2.44
F -1.49 -2.56 1.34
S -1.78 -0.21 0.03
O -2.29 -0.44 -1.36
O -2.21 1.08 0.60
N 0.01 -0.21 0.22
S 0.42 -1.26 -0.92
O -0.26 -2.57 -0.97
O 0.57 -0.53 -2.18
C 2.18 -1.73 -0.35
F 2.93 -2.09 -1.40
F 2.80 -0.74 0.32
F 2.08 -2.73 0.56
O 0.24 1.59 1.22
H -0.34 1.96 1.88
H 1.11 1.93 1.46
O -0.61 2.20 -1.03
H -1.54 2.25 -1.26
H -0.16 2.68 -1.73
O 1.77 1.66 -0.57
H 2.68 1.49 -0.33
H 1.82 2.05 -1.44
*
```

Properties
* E_HOMO: -14.6 eV
* Kohn-Sham gap: 10.33 eV

Mulliken charges, unit e, in atom order: 0.76 1.06 0.68 -0.19 -0.18 -0.18 0.90 -0.50 -0.64 -0.55 1.08 -0.57 -0.67 0.56 -0.18 -0.25 -0.21 -0.58 0.27 0.30 -0.48 0.29 0.24 -0.45 0.25 0.23

<two>
Density functional theory data (the ωB97M-V functional and the def2-TZVPD basis) for a structure of composition C2H6F6Li2NO7S2.

Structure (ORCA input):
```
! RIJCOSX wB97M-V def2-TZVPD def2/J DEFGRID3
* xyz 1 1
Li 0.12 -0.97 0.21
Li 2.09 0.41 -1.21
C -2.30 0.04 -1.36
F -2.02 -1.26 -1.47
F -3.27 0.45 -2.11
F -2.56 0.26 -0.07
S -0.70 0.97 -1.90
O 0.01 0.06 -2.78
O -1.14 2.24 -2.39
N 0.26 0.88 -0.45
S 0.03 2.31 0.22
O 0.92 3.33 -0.28
O -1.33 2.73 0.45
C 0.75 1.97 1.93
F 0.08 1.03 2.57
F 2.01 1.48 1.75
F 0.85 3.06 2.61
O 0.42 -2.51 -1.04
H 0.55 -3.25 -0.43
H 0.55 -2.89 -1.92
O -0.83 -2.03 1.63
H -0.76 -1.70 2.54
H -1.14 -2.94 1.72
O 2.33 -0.98 0.31
H 2.53 -1.92 0.24
H 2.52 -0.74 1.23
*
```

Properties
* E_HOMO: -14.0 eV
* Kohn-Sham gap: 9.90 eV

Mulliken charges, unit e, in atom order: 1.03 0.83 0.67 -0.19 -0.19 -0.20 1.02 -0.68 -0.52 -0.52 0.93 -0.63 -0.56 0.61 -0.23 -0.28 -0.17 -0.51 0.27 0.26 -0.56 0.28 0.25 -0.49 0.28 0.29

Which of them is most stable, and which least? Most stable: <two>; least stable: <one>.

<one>
Density functional theory data (the ωB97M-V functional and the def2-TZVPD basis) for a cluster of 2 separate species, CH2NO3S in total.

Structure (ORCA input):
```
! RIJCOSX wB97M-V def2-TZVPD def2/J DEFGRID3
* xyz -1 1
C -0.51 0.17 0.00
N 2.02 1.06 -0.04
O 2.27 2.07 0.63
O 2.88 0.51 -0.73
O -2.09 1.83 -0.95
S -1.48 1.48 0.39
H -0.26 0.24 -1.09
H -0.09 -0.29 0.85
*
```

Properties
* E_HOMO (spin up / spin down): -3.1 / -3.1 eV
* Kohn-Sham gap (spin up / spin down): 6.42 / 6.41 eV

Mulliken charges, unit e, in atom order: -0.45 0.21 -0.55 -0.55 -0.60 0.32 0.25 0.37

<two>
Density functional theory data (the ωB97M-V functional and the def2-TZVPD basis) for the ion CH2NO3S with charge -1.

Structure (ORCA input):
```
! RIJCOSX wB97M-V def2-TZVPD def2/J DEFGRID3
* xyz -1 1
O 1.17 -1.06 1.45
N 0.48 -0.71 0.47
O -0.04 -1.80 -0.30
C 0.08 0.45 -0.03
O 0.15 1.67 0.62
S -1.05 0.50 -1.54
H -0.21 -1.32 -1.08
H -0.58 2.27 0.40
*
```

Properties
* structure (SMILES): [O-]N(O)C(O)=S
* E_HOMO: -3.2 eV
* Kohn-Sham gap: 6.90 eV

Mulliken charges, unit e, in atom order: -0.77 0.59 -0.38 0.19 -0.47 -0.70 0.25 0.30

Which of them is most stable, and which least? Most stable: <two>; least stable: <one>.

<one>
Density functional theory data (the ωB97M-V functional and the def2-TZVPD basis) for an isolated molecule of C3H3Br2P.

Structure (ORCA input):
```
! RIJCOSX wB97M-V def2-TZVPD def2/J DEFGRID3
* xyz 0 1
C 1.96 0.54 -0.03
C 0.66 0.44 -0.06
C -0.61 0.54 -0.02
P -1.89 -0.69 -0.76
Br -0.72 -2.58 -0.58
Br -3.36 -0.81 0.94
H 2.68 0.94 -0.82
H 2.35 0.08 0.88
H -1.08 1.53 0.45
*
```

Properties
* structure (SMILES): C=C=CP(Br)Br
* E_HOMO: -9.3 eV
* Kohn-Sham gap: 9.24 eV

Mulliken charges, unit e, in atom order: -0.69 0.14 -0.10 0.23 -0.14 -0.16 0.25 0.22 0.25

<two>
Density functional theory data (the ωB97M-V functional and the def2-TZVPD basis) for an isolated molecule of C3H3Br2P.

Structure (ORCA input):
```
! RIJCOSX wB97M-V def2-TZVPD def2/J DEFGRID3
* xyz 0 1
C 0.41 -1.98 0.35
C 0.36 -0.74 -0.01
C 0.46 0.56 -0.29
P -0.77 1.74 -1.07
Br -2.65 1.02 -0.06
Br 0.01 3.46 0.12
H 0.68 -2.95 -0.21
H 0.16 -2.16 1.33
H 1.34 1.04 -0.16
*
```

Properties
* structure (SMILES): C=C=CP(Br)Br
* E_HOMO: -9.4 eV
* Kohn-Sham gap: 9.15 eV

Mulliken charges, unit e, in atom order: -0.68 0.23 -0.39 0.23 -0.16 -0.17 0.24 0.25 0.44

Which of them is most stable, and which least? Most stable: <one>; least stable: <two>.

<one>
Density functional theory data (the ωB97M-V functional and the def2-TZVPD basis) for a cluster of 4 separate species, C3H14N2O2S in total.

Structure (ORCA input):
```
! RIJCOSX wB97M-V def2-TZVPD def2/J DEFGRID3
* xyz 0 1
C 1.13 -0.67 0.32
C 1.13 -2.18 0.57
S 1.16 -2.92 -1.09
N 0.51 0.16 1.37
C -0.17 1.40 0.96
N -1.49 1.27 0.34
H 0.74 -0.51 -0.69
H 2.17 -0.41 0.17
H 1.97 -2.54 1.16
H 0.25 -2.63 1.05
H 3.04 -2.60 -0.79
H 1.06 0.33 2.20
H 0.48 1.86 0.21
H -0.10 2.14 1.80
H -2.17 0.96 1.03
H -1.41 0.44 -0.29
H -1.60 -1.51 -2.45
H -0.82 -1.90 -1.27
O -1.64 -1.39 -1.50
H -0.83 3.30 -1.48
H -2.15 3.56 -0.83
O -1.24 3.87 -0.80
*
```

Properties
* E_HOMO: -8.7 eV
* Kohn-Sham gap: 7.34 eV

Mulliken charges, unit e, in atom order: -0.26 -1.00 -0.23 -0.30 -0.69 -0.50 0.50 0.23 0.39 0.33 0.16 0.25 0.34 0.41 0.28 0.22 0.34 0.17 -0.62 0.31 0.31 -0.66

<two>
Density functional theory data (the ωB97M-V functional and the def2-TZVPD basis) for a cluster of 3 separate species, C3H14N2O2S in total.

Structure (ORCA input):
```
! RIJCOSX wB97M-V def2-TZVPD def2/J DEFGRID3
* xyz 0 1
N 0.44 -1.76 -0.57
C 1.41 -1.00 -1.43
C 1.09 0.49 -1.19
N 1.51 1.36 -2.41
C -0.28 0.78 -0.91
S -0.64 1.11 0.80
H -0.43 -2.13 -1.08
H 0.73 -2.16 0.33
H 1.10 -1.38 -2.40
H 2.44 -1.34 -1.25
H 1.90 0.79 -0.29
H 1.52 2.35 -2.24
H 0.87 1.37 -3.16
H -1.07 0.16 -1.43
H -0.66 1.74 -1.54
H -1.62 2.04 0.87
O -2.04 -2.63 1.73
H -1.83 -1.69 1.48
H -2.30 -2.65 2.58
O -0.99 1.57 4.03
H -0.42 2.24 3.77
H -0.73 0.74 4.33
*
```

Properties
* structure (SMILES): NC[C@@H](N)CS.O.O
* E_HOMO: -8.7 eV
* Kohn-Sham gap: 9.29 eV

Mulliken charges, unit e, in atom order: -0.41 -0.76 0.41 -0.81 -0.67 -0.28 0.20 0.17 0.32 0.31 0.25 0.24 0.26 0.32 0.35 0.15 -0.62 0.33 0.28 -0.61 0.30 0.29

Which of them is most stable, and which least? Most stable: <two>; least stable: <one>.